[1]
Below is C8H13Cl4N6O4OsS as an isolated structure at a distorted geometry, with properties calculated with wB97M-V/def2-TZVPD.

Last column: natural (NBO) charge in e.
Atoms and positions in Å:
Os1 -0.21885 -0.19965 -0.13004  1.4889
N1 -0.66285 1.48944 1.29532  -0.6225
N2 0.48701 2.14303 1.76690  -0.4160
C1 1.56374 2.26140 0.97955  0.3453
N3 2.60527 2.93233 1.39785  -0.6794
S1 1.56478 1.56003 -0.59847  0.0254
H1 -1.34322 2.17926 0.96498  0.4298
H2 -1.08551 0.98471 2.08037  0.4550
H3 0.44051 2.56434 2.68813  0.4462
H4 2.64940 3.39242 2.30026  0.4478
H5 3.41995 3.02559 0.80390  0.4611
Cl1 -4.34038 -0.44283 -3.58105  0.1844
C2 -3.80881 1.00175 -2.76491  -0.2980
Cl2 -3.20441 2.21747 -3.86448  0.1784
Cl3 -4.99722 1.62713 -1.64529  0.1827
C3 -2.64953 0.61273 -1.93770  0.6074
N4 -1.74056 0.31987 -1.29798  -0.5348
C4 1.68057 -5.04849 -1.65035  -0.6946
C5 1.18810 -3.67808 -1.85296  0.4022
C6 1.15392 -2.87835 -3.03005  -0.2511
C7 0.62609 -1.67355 -2.69153  0.2263
N5 0.32450 -1.69995 -1.32648  -0.2899
N6 0.69026 -2.93336 -0.86875  -0.3391
C8 0.35512 -0.49385 -3.56186  -0.6702
H6 1.48442 -5.65750 -2.53157  0.2939
H7 1.26879 -5.51902 -0.75952  0.2712
H8 2.77213 -5.01819 -1.54083  0.3044
H9 1.49425 -3.18005 -4.00902  0.2928
H10 0.53984 -3.20493 0.10094  0.4655
H11 1.09212 -0.45398 -4.36166  0.2932
H12 0.39396 0.45190 -3.01979  0.2207
H13 -0.62620 -0.59101 -4.03296  0.2667
O1 -1.00051 -1.02104 2.16416  -0.8205
Cl4 0.32447 -1.61919 2.36822  2.5058
O2 0.32841 -2.98721 1.99687  -0.7335
O3 0.88192 -1.32984 3.61341  -0.6382
O4 1.13635 -0.84811 1.25966  -0.8071

* largest force on an atom: 1.74 eV/A
* net charge: +3
* E_LUMO (spin up / spin down): -10.337 / -13.475 eV
* <S²>: 6.03
* spin multiplicity: 5
* E_tot: -3270.34110 a.u.
* highest occupied orbital energy (spin up / spin down): -18.91 / -19.62 eV

[2]
Below is C6H10O as an isolated structure, with properties calculated with wB97M-V/def2-TZVPD.

Last column: natural (NBO) charge in e.
Atoms and positions in Å:
C1 2.09602 -0.52863 -0.22269  -0.7432
C2 1.40869 0.35666 0.76142  -0.1627
C3 -0.21171 1.24725 -0.18109  -0.4645
C4 -1.66405 1.18142 -0.57532  -0.1521
C5 -2.07197 -0.00815 -0.15648  -0.3108
C6 -0.87372 -0.47763 0.58406  0.1917
O1 -0.47429 -1.77004 0.36542  -0.6786
H1 2.32628 -0.02630 -1.17120  0.1942
H2 3.06012 -0.72457 0.27550  0.2529
H3 1.64878 -1.51480 -0.42118  0.1952
H4 1.11022 -0.25983 1.62247  0.1137
H5 0.42110 1.19419 -1.06902  0.2276
H6 0.01889 2.15945 0.36899  0.2364
H7 -2.22044 1.98693 -1.05106  0.2108
H8 -3.02248 -0.53019 -0.22591  0.2200
H9 -0.90199 -0.29765 1.65671  0.1923
H10 -0.64944 -1.98812 -0.56062  0.4772

* largest force on an atom: 0.34 eV/A
* E_LUMO: 0.651 eV
* spin multiplicity: 1
* E_tot: -309.59372 a.u.
* highest occupied orbital energy: -7.32 eV